{
  "formula": "C43H64BrGeN3O2PSi3W",
  "method": "the ωB97M-V functional and the def2-TZVPD basis",
  "spin_multiplicity": 2,
  "homo_ev": [-12.51, -12.49],
  "de_lowest_kcal_mol": 25.6,
  "charge": 2,
  "lumo_energy_ev": [-6.93, -6.52],
  "species": ["C", "H", "H", "H", "H", "H", "H", "C", "C", "C", "C", "C", "H", "H", "Br", "Ge", "H", "C", "H", "H", "H", "H", "H", "H", "H", "C", "C", "C", "H", "H", "H", "H", "H", "H", "H", "Si", "N", "C", "H", "H", "P", "C", "C", "H", "C", "H", "C", "C", "C", "C", "H", "H", "C", "C", "H", "H", "H", "H", "H", "C", "C", "C", "H", "C", "H", "C", "H", "C", "N", "C", "C", "C", "H", "H", "H", "C", "H", "H", "C", "H", "H", "C", "Si", "H", "H", "H", "W", "C", "H", "H", "H", "H", "O", "C", "H", "H", "C", "H", "C", "C", "H", "H", "H", "H", "H", "C", "C", "H", "C", "H", "C", "C", "N", "H", "H", "O", "Si", "H", "C"],
  "positions_angstrom": [[-0.762, 2.950, 3.696], [-1.485, 5.058, 1.840], [-5.474, -0.266, 0.830], [-1.418, -3.373, 0.151], [-3.889, -1.976, -3.756], [4.236, 3.286, -2.450], [5.003, -0.164, -1.676], [3.152, -3.805, -4.009], [-3.737, 2.847, 3.677], [2.016, -1.925, -3.028], [3.961, -3.540, 2.527], [3.210, -4.489, 3.263], [-1.026, 4.496, -4.931], [6.033, -0.951, 0.509], [-0.238, 3.461, -0.243], [0.868, -2.051, -0.154], [-3.326, 2.186, -4.267], [-2.921, -0.153, -1.061], [-4.412, 2.469, -1.718], [-2.784, 3.065, -1.377], [-1.030, 3.684, 4.462], [2.626, -2.022, -5.084], [-0.321, 0.105, 2.908], [2.211, 4.458, -1.545], [3.659, -1.276, 0.001], [3.422, 2.723, -2.008], [-0.973, 4.141, -3.901], [3.123, -4.444, -2.777], [-1.753, 0.427, 4.938], [0.164, -3.964, 1.927], [1.625, -0.920, -3.168], [-1.834, 4.518, -3.347], [0.374, 2.316, -5.873], [0.093, -1.489, 2.347], [7.114, -2.265, 2.319], [-2.862, -0.274, 2.774], [-1.582, -0.359, -1.106], [-5.319, 0.741, 0.441], [-2.669, -1.062, 5.060], [-2.464, 0.747, -4.844], [-0.968, 2.342, -3.875], [1.922, -2.938, 1.287], [5.340, -3.337, 2.792], [-0.048, -4.386, -0.332], [-2.376, 4.452, 1.652], [-3.719, 2.098, 4.468], [-2.431, 1.834, -4.782], [2.306, 3.381, -1.509], [1.875, -4.635, 3.037], [4.640, 0.537, -2.428], [-0.848, -3.369, -1.518], [-1.052, -1.101, 4.388], [1.894, 1.331, 2.341], [-2.690, -1.916, 1.854], [5.809, -3.925, 3.572], [-3.751, 3.827, 4.162], [-5.133, -1.119, 3.284], [-0.493, 2.025, 4.210], [-1.377, -2.043, -4.002], [-3.238, -1.487, -3.042], [2.606, -2.537, -4.131], [6.067, -2.418, 2.096], [-3.228, 4.994, 2.067], [-3.708, 2.717, -0.918], [-3.610, -2.500, 1.947], [-1.082, -0.964, -2.201], [2.519, -4.352, -0.729], [1.232, -3.833, 2.067], [1.319, 1.296, -0.823], [0.430, 1.840, -4.892], [4.123, -1.850, 0.792], [1.304, 2.629, -0.952], [-1.891, -2.525, 2.285], [5.461, 1.188, -2.724], [-2.523, 4.420, 0.573], [-3.755, -0.731, -2.007], [-2.408, 2.253, -5.790], [0.119, 3.330, 3.181], [-1.969, -0.513, 4.424], [-5.862, 0.827, -0.504], [-4.147, 3.535, -0.344], [-4.642, -0.148, 3.393], [-3.522, 1.189, 0.154], [-5.790, 1.444, 1.131], [4.341, -0.052, -3.297], [-2.497, -1.799, 0.791], [-0.389, 0.575, 0.323], [-1.856, -1.543, -3.170], [-0.061, 4.520, -3.439], [1.896, -0.364, 3.637], [3.008, 2.991, 2.712], [3.593, 1.533, 3.436], [1.048, 1.892, 1.616], [3.324, -2.772, 1.517], [-4.679, 2.742, 3.133], [-4.824, -0.587, -1.913], [-0.533, -3.422, -0.480], [2.450, -0.376, -1.203], [0.286, -0.433, 2.186], [1.945, -2.567, -1.790], [1.363, 2.133, -4.407], [3.714, -5.093, 4.008], [3.603, -4.292, -4.863], [-0.013, -0.939, -2.311], [-4.631, 0.083, 4.458], [2.413, 0.694, -1.300], [5.447, -1.669, 1.072], [3.554, -5.431, -2.665], [1.717, -0.116, 2.586], [-5.273, 0.592, 2.917], [-2.228, 1.132, 1.549], [2.530, -3.832, -1.680], [2.918, 1.997, 2.851], [0.414, 0.757, -5.022], [2.464, -0.656, 2.007], [-0.892, 1.764, -2.489], [-2.239, 2.782, 2.547], [1.295, -5.364, 3.589], [3.479, 1.342, -1.909]]
}

***

{
  "formula": "C27H29N3O6",
  "method": "the ωB97M-V functional and the def2-TZVPD basis",
  "smiles": "CCCc1nc2ccccc2c(C(=O)OCc2nnc(-c3cc(OC)c(OC)c(OC)c3)o2)c1CC",
  "homo_ev": -7.87,
  "de_lowest_kcal_mol": 43.5,
  "charge": 0,
  "lumo_energy_ev": -0.05,
  "species": ["O", "C", "H", "H", "H", "C", "H", "H", "H", "C", "O", "H", "H", "C", "H", "H", "H", "C", "C", "C", "H", "C", "C", "O", "H", "C", "H", "C", "C", "H", "O", "C", "H", "H", "C", "H", "H", "C", "N", "C", "C", "H", "H", "H", "O", "C", "H", "C", "C", "C", "C", "O", "N", "H", "C", "C", "H", "H", "H", "C", "C", "H", "H", "C", "N"],
  "positions_angstrom": [[-0.398, 3.174, -1.904], [2.571, 0.022, 1.270], [-1.710, 5.118, 0.102], [-2.278, 2.835, -3.479], [-0.831, -3.024, 0.877], [-1.456, 0.879, -3.434], [1.968, -1.978, -4.358], [-2.603, 3.590, 3.738], [-3.351, 3.245, 0.094], [2.484, -3.457, -1.313], [1.228, -3.212, 0.698], [-1.576, 2.517, 4.702], [0.137, -3.170, 2.364], [-2.206, 2.578, 3.813], [-2.133, -0.173, 3.608], [4.262, -5.420, 0.592], [3.436, -0.573, 1.524], [0.335, 1.548, 0.549], [0.582, -1.976, -1.278], [-2.849, 0.187, 4.342], [4.219, -2.461, -4.801], [-0.040, -0.677, -3.254], [-3.357, 1.570, 3.959], [-2.296, 2.026, -1.553], [-3.275, 5.652, 0.724], [1.281, 1.156, -0.420], [3.497, -3.931, 1.204], [1.684, 0.401, 2.238], [-2.878, 3.546, 1.028], [-1.941, 5.328, 1.837], [3.406, -4.328, -0.835], [-1.347, 2.256, 2.624], [-4.043, 1.931, 4.729], [2.490, -5.324, 0.744], [-2.448, 1.887, -2.959], [0.123, -1.631, 1.473], [1.157, 1.465, -1.445], [1.411, -2.872, -0.618], [-0.950, 0.698, -4.607], [0.552, 1.174, 1.902], [0.796, -1.659, -2.615], [-2.354, 0.219, 5.309], [4.852, -4.124, -4.874], [-3.911, 1.504, 3.020], [-0.936, 0.032, -2.521], [1.840, -2.247, -3.325], [-3.473, 1.545, -3.122], [2.677, -3.137, -2.679], [0.096, -2.721, 1.373], [-2.423, 5.004, 0.916], [2.371, 0.409, -0.064], [3.731, -3.766, -3.261], [-0.291, 1.534, 2.885], [3.085, 0.110, -0.816], [-1.694, 2.662, 1.304], [-1.132, 2.589, -1.154], [1.817, 0.129, 3.273], [-0.235, -1.506, -0.759], [-3.675, -0.520, 4.400], [3.985, -3.515, -4.623], [3.396, -4.764, 0.505], [-3.619, 3.458, 1.820], [3.139, -3.809, -5.251], [-0.849, 2.291, 0.279], [-0.047, -0.295, -4.498]]
}

***

{
  "formula": "C14H20N",
  "method": "the ωB97M-V functional and the def2-TZVPD basis",
  "spin_multiplicity": 3,
  "homo_ev": [-7.45, -12.33],
  "charge": 1,
  "lumo_energy_ev": [-2.50, -6.31],
  "species": ["C", "H", "C", "H", "H", "C", "H", "H", "H", "C", "C", "H", "C", "H", "C", "C", "C", "H", "C", "C", "H", "H", "H", "N", "H", "H", "C", "C", "H", "C", "H", "H", "H", "H", "H"],
  "positions_angstrom": [[0.601, 0.874, -3.016], [1.652, -1.208, -0.931], [1.040, -1.947, 0.969], [-0.784, -2.054, -1.590], [2.812, -0.228, 2.997], [-0.797, 0.915, 0.636], [0.256, 1.825, -3.490], [1.054, -3.429, -0.641], [-1.780, 0.543, 0.693], [0.715, -3.254, 0.359], [1.294, -1.860, 2.266], [1.067, -2.655, 2.886], [-1.171, -1.016, -1.086], [-0.713, 3.008, -2.005], [-0.426, 2.229, -1.354], [-0.060, 0.885, 1.829], [-2.241, 2.914, 0.089], [1.562, -0.845, 4.188], [1.711, -0.551, 3.136], [1.192, -0.807, -0.034], [-2.783, 2.499, -0.837], [-1.815, -1.418, -0.173], [1.724, 0.647, -3.102], [-0.871, 2.344, 0.024], [0.096, 0.113, -3.482], [1.195, -4.094, 0.931], [0.188, 1.046, -1.589], [0.814, 0.363, 2.521], [-1.902, -0.571, -1.738], [-0.062, -0.013, -0.515], [-0.386, -3.501, 0.325], [2.014, -0.158, 0.355], [-2.298, 4.011, -0.050], [-2.767, 2.449, 1.030], [-0.133, 2.943, 0.399]]
}

***

no.,calculated total energy (eV),maximum force (eV Å⁻¹)
1,-215490.6935,2.68
2,-45223.9093,1.68
3,-16316.5771,6.15